Formula: C2H10N4O2
Source: the Open Molecules 2025 dataset
Level of theory: the ωB97M-V functional and the def2-TZVPD basis

Computed properties:
Spin multiplicity ... 1
DFT total energy ... -451.5917 Ha
Charge ... 0
HOMO ... -8.44 eV
Energy relative to the best compared isomer or geometry (same formula, charge and spin) ... 3.872 eV
Lowest unoccupied orbital energy ... -1.918 eV
SMILES string ... NNC(N)=O.N=O.C

The geometry in XYZ format:
```
18
Properties=species:S:1:pos:R:3:lowdin_charge:R:1
N 0.28 -2.74 0.93 0.019
N 0.07 -1.37 0.71 -0.032
C -1.16 -0.82 0.96 -0.645
N -1.19 0.54 0.84 0.120
O -2.12 -1.51 1.23 0.026
H 0.37 -3.23 0.04 0.080
H -0.55 -3.08 1.43 0.076
H 0.90 -0.80 0.54 0.089
H -0.30 1.11 0.94 0.049
H -2.05 0.98 1.12 0.102
N 1.39 1.70 0.93 0.071
O 1.99 0.92 0.18 -0.045
H 1.86 2.64 0.97 0.103
C 0.10 1.13 -2.16 -0.053
H 0.15 2.22 -2.18 0.017
H -0.14 0.77 -3.16 0.019
H 1.07 0.73 -1.88 -0.007
H -0.66 0.80 -1.43 0.010
```

---

Formula: C2H10N4S2
Source: the Open Molecules 2025 dataset
Level of theory: the ωB97M-V functional and the def2-TZVPD basis

Computed properties:
Spin multiplicity ... 1
DFT total energy ... -1096.7863 Ha
Charge ... +2
HOMO (alpha / beta) ... -17.28 / -17.26 eV
Energy relative to the best compared isomer or geometry (same formula, charge and spin) ... 6.982 eV
Lowest unoccupied orbital energy (alpha / beta) ... -10.429 / -10.490 eV

The geometry in XYZ format:
```
18
Properties=species:S:1:pos:R:3:lowdin_charge:R:1
C 0.92 -0.12 -0.62 -0.216
C -0.70 0.17 1.17 -0.649
N 0.59 -0.29 0.76 -0.049
N 0.46 -1.61 -2.43 0.239
N 1.24 -1.36 -1.34 0.119
N -0.70 1.64 1.69 -0.349
S -2.01 0.04 -0.19 0.824
S -1.14 2.04 3.25 1.095
H 0.06 0.43 -1.03 0.061
H 1.77 0.61 -0.55 0.160
H -0.98 -0.33 2.19 0.136
H 0.89 -1.03 1.40 0.156
H 0.51 -1.10 -3.28 0.161
H 0.31 -2.59 -2.53 0.151
H 1.88 -1.99 -0.96 0.166
H -0.23 2.25 1.03 0.116
H -2.95 0.76 0.54 -0.064
H -1.62 3.25 3.08 -0.058
```